Entry from OMol25: C41H47N8O2RhS3 as an isolated structure (the ωB97M-V functional and the def2-TZVPD basis).

```
102
Properties=species:S:1:pos:R:3:forces:R:3
Rh -1.007469 -0.291750 0.670828 0.7 -1.7 -0.9
C -1.216686 -2.016071 3.513602 -0.1 -0.2 0.2
N -0.582834 -1.886169 2.192628 -0.3 1.5 -0.3
C 0.417018 -2.632789 1.856831 -0.1 0.1 0.1
C 1.064847 -2.430484 0.631620 0.5 -0.5 -0.3
C 2.136137 -3.098141 0.017157 -0.2 0.1 0.3
C 2.372364 -2.428045 -1.176294 -0.2 0.2 -0.1
C 1.442063 -1.378325 -1.244787 0.1 0.0 -0.4
N 0.664758 -1.386330 -0.159226 -1.7 0.3 1.2
C -2.145141 -3.210228 3.636514 0.1 0.2 -0.1
C -3.521702 -3.021226 3.650637 0.0 0.0 0.0
C -4.380724 -4.105843 3.765398 0.0 0.0 -0.1
C -3.868533 -5.391686 3.851862 0.0 0.0 0.0
C -2.493912 -5.587163 3.859072 0.0 0.0 -0.1
C -1.637782 -4.500547 3.762218 0.0 -0.1 0.0
H -1.784940 -1.107581 3.704191 0.1 0.1 0.0
H -0.439230 -2.094862 4.280533 0.0 0.1 0.0
H 0.810104 -3.393908 2.526163 -0.2 -0.1 0.1
H 2.649294 -3.961700 0.411050 0.0 0.0 0.0
H 3.104792 -2.659151 -1.932342 0.0 0.0 0.0
H 1.323269 -0.655706 -2.039116 -0.1 -0.1 0.1
H -3.928399 -2.016315 3.601531 0.0 0.0 0.0
H -5.452099 -3.950826 3.787475 0.0 0.0 0.0
H -4.535819 -6.239581 3.930415 0.0 0.0 0.0
H -2.086318 -6.585561 3.945141 0.0 0.0 0.0
H -0.570133 -4.673489 3.819909 0.0 0.0 0.0
C -2.634764 -3.664977 0.113762 0.0 0.0 0.0
C -3.484040 -2.480646 0.413155 -0.4 -0.3 0.0
N -3.071284 -1.256328 0.591317 1.3 0.4 -0.3
C -4.104184 -0.366113 0.788770 -0.3 -0.2 0.1
C -5.333431 -0.942985 0.779290 0.1 -0.1 0.0
S -5.199371 -2.623991 0.503300 0.4 0.2 0.0
C -3.803293 1.044943 0.956305 -0.2 0.3 0.0
C -4.699271 2.052491 1.112229 0.1 0.0 0.0
S -3.892487 3.552827 1.204930 0.3 -0.3 -0.1
C -2.374377 2.762321 1.032600 -0.3 0.3 0.0
N -2.486009 1.461727 0.919410 0.4 -1.1 0.3
C -1.117555 3.560226 1.008783 0.0 0.0 0.1
H -1.588183 -3.444455 0.313854 0.0 0.0 0.0
H -2.752353 -3.954995 -0.932707 0.0 0.0 0.0
H -2.935256 -4.516648 0.724343 0.0 0.0 0.1
H -6.292105 -0.467856 0.905448 0.0 0.0 0.0
H -5.773674 1.991653 1.161765 0.0 0.0 0.0
H -1.309434 4.555555 0.612293 0.0 0.0 0.0
H -0.362277 3.062400 0.404534 0.0 0.1 0.0
H -0.719978 3.669242 2.019442 0.0 0.0 0.0
C -0.279764 4.648749 -2.307086 0.1 -0.1 -0.1
C 0.058360 3.616606 -3.383777 -0.1 0.1 0.1
N -1.032721 3.442526 -4.327675 0.0 -0.1 0.0
C -1.316951 4.552935 -5.244126 -0.4 0.1 -0.1
C -2.585923 5.327616 -4.897567 0.2 -0.1 0.0
C -1.796794 2.333565 -4.463596 0.1 0.2 0.0
O -2.701526 2.251430 -5.275398 0.0 -0.1 0.0
C -1.521408 1.100532 -3.629645 -0.1 0.0 0.0
C -1.422840 -0.103265 -4.323163 0.0 -0.1 0.1
C -1.353563 -1.292593 -3.618198 -0.1 0.1 0.0
C -1.393550 -1.247034 -2.237546 -0.1 -0.1 0.0
N -1.471638 -0.096205 -1.568120 0.3 0.8 0.9
C -1.547852 1.054047 -2.245020 0.0 0.1 -0.2
H 0.501472 4.678730 -1.545897 0.0 0.0 0.0
H -1.229983 4.402923 -1.827897 0.0 0.0 0.0
H -0.363188 5.644224 -2.740796 0.0 0.0 0.0
H 0.293398 2.657440 -2.928108 0.0 0.0 -0.1
H 0.944559 3.942513 -3.935547 0.0 -0.1 0.0
H -1.432733 4.133378 -6.244043 0.1 0.0 0.0
H -0.452901 5.216878 -5.238505 0.1 -0.1 0.0
H -3.448702 4.666442 -4.927620 0.0 0.0 0.0
H -2.730775 6.113966 -5.637870 0.0 0.0 0.0
H -2.520769 5.789279 -3.911711 0.0 0.0 0.0
H -1.426593 -0.095244 -5.405086 0.0 0.0 0.0
H -1.283962 -2.244152 -4.125375 0.0 0.0 0.0
H -1.364120 -2.151602 -1.646715 0.1 0.0 0.0
H -1.668092 1.953670 -1.652797 0.1 0.0 0.0
C 3.423868 0.973462 -2.023458 0.0 0.1 0.1
C 2.421042 1.751149 -1.175545 0.3 -0.1 0.1
C 2.969325 2.131916 0.197825 -0.2 0.1 -0.4
N 3.158944 0.972423 1.072697 -0.1 -0.2 0.3
C 2.238083 0.447911 1.847275 0.6 -0.4 -0.3
S 0.625981 1.076261 1.878955 -0.8 0.0 -0.3
N 2.505285 -0.552968 2.719847 0.0 0.2 0.0
C 3.586309 -1.477203 2.901265 0.0 -0.1 0.0
O 3.294296 -2.527153 3.405013 0.0 0.0 -0.1
C 4.956153 -1.086070 2.499720 0.2 0.2 0.0
C 5.708091 -1.948179 1.706221 -0.1 0.0 -0.1
C 7.000674 -1.600494 1.347469 0.0 0.0 0.0
C 7.556481 -0.414697 1.807638 0.0 0.0 0.0
C 6.824524 0.426657 2.637020 0.0 0.0 0.0
C 5.524209 0.097509 2.982060 -0.2 0.0 -0.1
H 3.027672 0.811147 -3.026464 0.1 -0.1 0.0
H 3.649845 0.000106 -1.584270 0.0 0.1 0.0
H 4.357549 1.529614 -2.121590 0.0 0.0 0.0
H 1.508654 1.163463 -1.032961 0.0 0.2 0.0
H 2.155566 2.677360 -1.688480 0.0 0.0 0.0
H 2.292267 2.826432 0.690619 0.1 0.0 0.1
H 3.940953 2.613652 0.091327 0.0 0.0 0.1
H 4.097139 0.598347 1.149602 0.1 0.0 0.0
H 1.681549 -0.860109 3.217748 -0.1 0.0 0.0
H 5.269308 -2.877584 1.367347 0.0 0.0 0.0
H 7.580811 -2.261485 0.718170 0.0 0.0 0.0
H 8.570451 -0.152052 1.537593 0.0 0.0 0.0
H 7.267358 1.335883 3.020786 0.0 0.0 0.0
H 4.956576 0.736433 3.649621 0.0 0.0 0.0
```
Positions in Å, forces in eV/Å.

Values from the calculation:
maximum force: 2.12 eV/Å
LUMO energy: -6.73 eV
HOMO-LUMO gap: 0.235 Eh
HOMO energy: -0.482 Eh
E: -3483.779974 a.u.
ΔE to the lowest compared entry with this formula, charge and spin: 65.40 kcal/mol
charge: +2

Entry from OMol25: C18H45Hg2NO18 as an isolated structure (the ωB97M-V functional and the def2-TZVPD basis).

```
84
Properties=species:S:1:pos:R:3:forces:R:3
Hg 2.472535 1.939491 1.725123 0.1 0.6 -0.1
Hg 1.768373 3.578713 -1.834533 0.6 -1.1 1.3
C 0.926924 1.232527 -0.562260 0.6 3.9 0.0
O 2.231639 1.349403 -0.873802 -2.6 -0.6 0.6
O 0.602291 1.160280 0.703551 0.4 -0.9 -2.1
O 0.025412 1.719946 -1.448629 2.2 -1.0 1.5
C 3.280355 4.178345 0.371415 0.9 -3.8 -0.6
O 3.812757 4.084319 -0.839914 -0.9 1.3 1.3
O 3.905747 3.897390 1.478188 -0.5 0.8 -1.6
O 1.969822 4.029973 0.401132 -0.7 1.3 -0.3
C -1.397595 0.149771 -4.396277 0.3 0.8 -0.1
C -2.682241 0.316398 -3.612432 0.4 0.1 1.2
O -2.637747 1.376796 -2.647293 0.1 0.3 -0.4
O -0.227198 -0.048615 -3.625527 -0.1 -0.4 0.5
H -1.232302 1.063398 -4.986126 -0.3 -0.1 -0.2
H -1.497958 -0.703022 -5.066667 0.0 0.0 -0.1
H -2.906962 -0.584876 -3.028083 -0.1 -0.3 -0.5
H -3.478716 0.581161 -4.305224 -0.2 -0.2 0.0
H -1.799413 1.360274 -2.162803 -0.1 -0.1 0.0
H -0.188501 0.587298 -2.885320 0.0 -0.1 -0.4
C -2.522755 2.777806 1.687093 0.0 1.1 0.8
C -2.865253 1.332503 1.475707 0.0 -0.3 -0.3
O -1.839635 0.452377 1.925571 0.2 0.4 0.3
O -1.550209 3.309421 0.790372 0.5 -0.3 0.1
H -2.175894 2.948451 2.722571 0.2 -0.6 -0.1
H -3.366795 3.475474 1.676278 -0.3 -0.4 -0.6
H -3.063259 1.115165 0.414955 -0.1 0.3 0.0
H -3.781632 1.110566 2.028813 0.1 -0.1 0.1
H -0.973809 0.834339 1.677692 -0.4 -0.4 -0.1
H -1.047567 2.583241 0.388117 -0.2 0.0 -0.2
C 3.809176 -1.224024 -2.588789 0.0 0.5 -0.5
C 4.939104 -0.873229 -3.550773 0.5 -0.7 0.9
O 5.149374 0.514223 -3.652470 -0.2 0.4 -0.1
O 4.128796 -0.630473 -1.330594 -0.5 0.2 -0.2
H 3.700539 -2.301717 -2.452432 0.1 -0.1 -0.1
H 2.875598 -0.840352 -3.022839 -0.1 0.0 0.4
H 4.791161 -1.284440 -4.546879 -0.1 0.1 0.0
H 5.825311 -1.336663 -3.090558 0.1 0.0 -0.4
H 5.282971 0.850604 -2.755285 0.0 -0.2 -0.1
H 3.487164 0.092988 -1.192650 0.2 -0.3 0.1
C 1.058354 5.274470 3.470866 0.2 -1.0 1.0
C 0.310230 4.003112 3.852913 0.0 0.6 0.2
O 0.547469 2.980495 2.888819 -0.5 -0.2 -0.1
O 0.589875 5.746615 2.252826 0.5 0.2 -0.6
H 2.120554 4.991167 3.485349 0.1 0.2 -0.5
H 0.955522 6.002493 4.279295 -0.3 0.3 -0.2
H -0.759216 4.224608 3.910905 0.0 -0.1 -0.1
H 0.639317 3.674980 4.842999 0.1 -0.3 -0.1
H -0.021888 3.164427 2.111146 0.0 0.1 0.2
H 1.082580 5.252066 1.563585 -0.4 0.2 0.1
C 1.792103 0.313341 4.364319 1.1 0.4 1.0
C 3.000318 1.090003 4.892047 -0.6 0.6 -0.6
O 3.168960 2.213392 3.998446 0.1 -0.4 0.2
O 2.036761 -0.059926 3.012181 -0.2 -0.3 0.4
H 0.971744 1.021353 4.506767 -0.4 -0.4 -0.5
H 1.676018 -0.572228 4.991780 -0.2 0.0 -0.1
H 3.927590 0.524842 4.929252 0.0 -0.2 0.1
H 2.699051 1.508403 5.851480 0.3 -0.4 0.3
H 3.546301 2.971783 4.454447 0.1 0.0 -0.2
H 1.419361 -0.770675 2.778086 0.0 0.3 -0.4
C 1.600493 -2.537627 0.027380 -0.3 1.0 -0.2
O 0.233898 -2.631280 0.368833 0.2 -0.6 0.3
C -0.659761 -2.287914 -0.664098 -0.1 0.7 -0.9
C -2.075652 -2.726451 -0.303844 1.2 -0.6 1.0
N -2.540709 -3.812941 -1.137902 -1.0 0.9 -1.1
C -3.943689 -4.049465 -0.905993 -0.5 -1.3 1.3
C -4.613588 -5.073520 -1.820045 0.1 1.3 0.0
O -3.747367 -6.175653 -1.909343 -0.4 0.1 0.2
C -4.332770 -7.239228 -2.590420 -0.3 -0.7 -0.6
H 1.816251 -1.531300 -0.371756 0.0 -0.2 -0.1
H 1.894213 -3.275909 -0.727532 0.0 0.0 0.2
H 2.180158 -2.609547 0.947304 0.0 -0.4 -0.1
H -0.412511 -2.726981 -1.644526 0.3 -0.2 0.3
H -0.593542 -1.200571 -0.850807 -0.1 -0.1 0.2
H -2.755805 -1.879789 -0.297595 -0.2 -0.1 -0.3
H -1.996423 -3.073474 0.739723 -0.2 0.3 0.1
H -2.025125 -4.672525 -1.032969 0.2 0.0 0.2
H -4.512005 -3.122506 -0.822632 0.1 0.1 -0.6
H -4.098882 -4.507155 0.096971 0.2 0.2 0.0
H -4.858952 -4.636669 -2.801808 0.4 -0.3 -0.1
H -5.585586 -5.301107 -1.358810 0.1 -0.4 0.0
H -5.231477 -7.652900 -2.113287 0.1 0.2 0.3
H -3.609600 -8.048588 -2.667362 0.1 0.1 0.0
H -4.642182 -6.956850 -3.605412 0.1 0.1 0.0
```
Positions in Å, forces in eV/Å.

Values from the calculation:
maximum force: 3.98 eV/Å
LUMO energy: -3.27 eV
HOMO-LUMO gap: 0.185 Eh
HOMO energy: -0.305 Eh
E: -2428.560093 a.u.
ΔE to the lowest compared entry with this formula, charge and spin: 14.97 kcal/mol

Entry from OMol25: an isolated ion of composition C5H7N2O4 and charge -1 (the ωB97M-V functional and the def2-TZVPD basis).

```
18
Properties=species:S:1:pos:R:3:forces:R:3
C -1.715029 0.150133 0.150801 0.5 -1.3 -1.4
C -0.267949 -0.020994 -0.197760 -1.4 -3.1 0.7
N 0.220781 -1.133041 -0.600837 1.8 -0.9 -1.2
O -0.641832 -2.236938 -0.595496 -1.9 -0.6 0.3
C 0.511307 1.062179 0.103064 0.0 3.7 1.1
O -0.410045 2.135607 0.461233 0.4 -0.6 -0.1
C 1.847595 1.363010 0.127326 1.3 -3.7 -2.1
O 2.518708 2.368108 0.164775 0.0 2.7 0.9
N 2.726527 0.150692 -0.273760 -1.6 3.3 0.1
C 2.709721 -0.993933 0.334404 -1.4 -1.0 2.0
O 3.271941 -1.972088 -0.067785 1.4 -2.3 -0.5
H -2.191365 -0.805019 0.067843 -0.5 -0.3 -0.2
H -2.035079 0.860879 -0.572733 -1.0 0.5 -0.5
H -1.856129 0.550297 1.101300 -0.2 0.7 1.5
H -0.333590 -2.982972 -1.144274 0.7 1.3 0.3
H 0.108671 2.913519 0.529975 1.0 1.2 0.1
H 3.165006 0.273782 -1.177363 0.1 -0.4 0.3
H 2.109271 -1.066580 1.325231 0.7 0.7 -1.3
```
Positions in Å, forces in eV/Å.

Values from the calculation:
maximum force: 4.46 eV/Å
LUMO energy: 3.65 eV
HOMO-LUMO gap: 0.240 Eh
HOMO energy: -0.105 Eh
E: -605.161233 a.u.
ΔE to the lowest compared entry with this formula, charge and spin: 73.07 kcal/mol
charge: -1
SMILES string: CC(=N\O)/C(O)=C(/[O-])NC=O

Entry from OMol25: C33H38CrN4 as an isolated structure (the ωB97M-V functional and the def2-TZVPD basis).

```
76
Properties=species:S:1:pos:R:3:forces:R:3
Cr 0.371074 0.122594 1.244801 -0.6 -0.7 -1.1
N -1.129437 -2.848474 2.548481 0.5 -0.3 0.7
N 1.982291 -1.867198 0.340768 -1.8 1.0 0.8
C 0.432859 2.360830 1.188059 0.7 -0.1 0.9
C 1.775281 1.835341 1.238381 -0.7 -0.1 0.7
C 1.898458 1.044192 2.430993 -1.0 0.9 -0.1
C 3.132764 0.377853 2.935060 0.1 -0.1 -0.1
H 3.915635 0.401151 2.172965 0.0 0.0 0.1
H 2.947786 -0.669878 3.182501 0.2 0.0 0.1
H 3.514549 0.876911 3.833562 0.0 0.0 -0.1
C 0.618579 1.098498 3.124641 0.3 0.7 0.0
C 0.288692 0.467499 4.437220 -0.3 -0.2 0.4
H 0.233194 1.207383 5.252093 0.1 -0.1 0.0
H 1.033344 -0.288830 4.718878 -0.1 0.2 -0.1
H -0.686000 -0.047408 4.394808 0.3 0.2 0.0
C -0.246675 1.968193 2.390186 1.5 -0.3 -0.1
C -1.552383 2.500577 2.862105 -0.4 -0.2 -0.1
H -2.089394 1.768553 3.468334 -0.1 0.0 -0.1
H -2.194598 2.786365 2.024374 0.0 -0.1 0.1
H -1.411049 3.389827 3.490031 0.1 0.0 -0.1
C 2.888858 2.194085 0.314264 0.1 -0.1 -0.3
H 3.552434 2.948066 0.763492 -0.2 -0.1 -0.1
H 2.492906 2.599364 -0.625603 0.2 -0.1 0.2
H 3.512092 1.323657 0.075825 -0.1 0.1 -0.1
C -0.095365 3.312269 0.163124 -0.1 0.1 -0.3
H -1.193821 3.264074 0.096970 0.3 0.0 0.0
H 0.304084 3.071665 -0.834416 -0.1 0.1 0.2
H 0.178935 4.356853 0.392795 0.0 -0.2 -0.1
C -2.048931 -3.805517 2.555996 0.2 -0.2 -0.8
H -2.773119 -3.775270 3.367408 0.0 0.1 -0.1
C -2.126340 -4.809056 1.587470 0.1 0.3 0.3
H -2.939730 -5.521515 1.641122 0.1 -0.1 -0.1
C -1.132153 -4.846057 0.607631 0.3 0.3 0.2
H -1.118437 -5.623390 -0.158879 -0.1 0.2 0.2
C -0.107809 -3.905575 0.657847 0.0 0.1 0.1
H 0.748127 -3.940772 -0.021228 -0.4 0.0 0.1
C -0.129874 -2.896013 1.655168 0.3 -0.8 -0.5
C 0.903136 -1.860538 1.812136 1.1 0.5 -0.6
H 1.584657 -1.966156 2.667000 -0.3 -0.3 -0.3
C 1.222472 -0.943830 -0.284229 -0.2 0.9 -0.8
C 3.085595 -2.125905 -0.450276 0.5 -0.2 -0.2
H 3.884683 -2.782364 -0.152788 0.0 0.0 0.0
C 2.952781 -1.434205 -1.622091 -0.5 -0.8 0.1
H 3.544663 -1.443255 -2.522617 0.1 -0.1 0.2
N 1.738173 -0.755946 -1.555532 0.9 -1.1 1.1
C 1.013221 -0.137419 -2.598011 0.0 0.5 0.3
C 1.586296 0.950080 -3.264161 -0.8 0.1 0.2
C 0.730017 1.754155 -4.021676 -0.3 -0.3 -0.2
H 1.129110 2.661941 -4.478595 -0.1 -0.2 0.1
C -0.611108 1.404444 -4.208611 0.2 -0.3 0.2
C -1.546032 2.282850 -4.985250 -0.1 0.2 -0.2
H -2.426415 2.550421 -4.383007 0.2 0.0 -0.1
H -1.913173 1.772912 -5.886106 0.0 0.1 0.1
H -1.032117 3.198566 -5.294808 -0.2 -0.1 0.0
C -1.096785 0.205802 -3.666986 0.5 0.0 0.0
H -2.106822 -0.131829 -3.916316 0.2 0.2 0.3
C -0.308498 -0.567824 -2.811464 0.2 0.2 -0.7
C -0.815708 -1.853581 -2.218389 -0.5 -0.3 0.4
H -0.340970 -2.735118 -2.688526 -0.1 0.4 0.1
H -1.905229 -1.932033 -2.361822 0.3 0.0 0.0
H -0.630097 -1.906250 -1.129918 -0.2 0.1 -0.6
C 3.041079 1.271742 -3.171493 0.5 0.3 0.0
H 3.535106 1.015234 -4.120956 -0.1 0.1 0.2
H 3.554240 0.723347 -2.375717 -0.1 0.3 -0.2
H 3.195527 2.346285 -2.999429 0.0 -0.3 -0.1
C -4.312668 -0.094978 -0.062900 -1.5 -0.4 -0.7
C -3.361891 0.555759 -0.861979 1.7 0.6 -0.3
C -2.036183 0.608966 -0.442891 -1.5 0.2 -1.2
N -1.630843 0.016764 0.702334 1.5 0.1 0.6
C -2.564724 -0.459281 1.559693 -2.0 -0.6 0.1
C -3.895274 -0.605535 1.169609 1.4 -0.1 1.3
H -5.351079 -0.188637 -0.398413 0.3 0.0 0.1
H -3.613264 1.013314 -1.822028 0.0 -0.1 0.3
H -1.266172 1.086920 -1.058729 -0.3 -0.2 0.3
H -2.216134 -0.787656 2.544574 -0.1 0.1 -0.5
H -4.566434 -1.137973 1.843154 0.0 0.3 -0.1
```
Positions in Å, forces in eV/Å.

Values from the calculation:
maximum force: 2.19 eV/Å
LUMO energy (alpha / beta): 4.58 / 4.63 eV
HOMO-LUMO gap (alpha / beta): 0.062 / 0.176 Eh
HOMO energy (alpha / beta): 0.107 / -0.005 Eh
E: -2543.577360 a.u.
multiplicity: 5
charge: -2
expectation value of S²: 6.0566